C4H11S3 | wB97M-V/def2-TZVPD

CARTESIAN COORDINATES (ANGSTROEM)
1 C 1.52 -2.70 -2.57
2 C 1.77 -1.25 -3.01
3 C 2.12 -0.26 -1.91
4 S 0.99 -0.29 -0.46
5 H 2.47 -3.23 -2.44
6 H 0.95 -3.18 -3.36
7 H 0.95 -2.74 -1.65
8 H 2.59 -1.32 -3.73
9 H 0.89 -0.82 -3.52
10 H 2.18 0.75 -2.35
11 H 3.14 -0.39 -1.51
12 C -1.30 -0.71 1.46
13 S -0.60 0.97 1.34
14 S -2.37 1.90 2.21
15 H -2.11 -0.71 2.19
16 H -0.51 -1.36 1.81
17 H -1.79 -1.06 0.54
18 H -2.78 2.64 1.14

## Properties
HOMO level	-2.66	eV
spin multiplicity	1
Kohn-Sham gap	5.7667	eV
net charge	-1
E_LUMO	3.110	eV
electronic energy	-36832.5216	eV

---

C4H12 | wB97M-V/def2-TZVPD

CARTESIAN COORDINATES (ANGSTROEM)
1 C 1.21 -0.53 1.54
2 C 1.71 0.84 1.33
3 H 1.90 -1.17 2.16
4 H 0.14 -0.64 1.86
5 H 1.14 -1.11 0.54
6 H 1.12 1.52 2.03
7 H 2.71 0.84 1.67
8 H 1.41 1.36 0.33
9 C -1.24 -0.88 -1.26
10 C -1.62 0.59 -1.63
11 H -1.40 -0.97 -0.16
12 H -1.89 -1.57 -1.87
13 H -0.23 -1.19 -1.49
14 H -1.45 0.79 -2.70
15 H -0.96 1.31 -1.13
16 H -2.56 0.81 -1.23

## Properties
HOMO level (alpha / beta)	1.56 / -7.04	eV
spin multiplicity	2
<S²>	0.75
Kohn-Sham gap (alpha / beta)	2.9088 / 11.5318	eV
net charge	-1
E_LUMO (alpha / beta)	4.470 / 4.491	eV
electronic energy	-4340.1216	eV

---

C4H12 | wB97M-V/def2-TZVPD

CARTESIAN COORDINATES (ANGSTROEM)
1 C -0.92 -0.51 -1.97
2 C -0.28 -1.86 -2.14
3 H -1.72 -0.55 -1.21
4 H -0.28 0.28 -1.57
5 H -1.41 -0.14 -2.87
6 H -0.98 -2.61 -2.49
7 H 0.03 -2.26 -1.17
8 H 0.65 -1.86 -2.72
9 C 0.47 1.07 1.25
10 C 0.72 1.34 2.76
11 H -0.53 1.36 0.94
12 H 1.25 1.54 0.65
13 H 0.57 0.00 1.08
14 H 1.63 1.93 2.90
15 H 0.88 0.41 3.30
16 H -0.09 1.87 3.26

## Properties
HOMO level (alpha / beta)	1.51 / -7.86	eV
spin multiplicity	2
<S²>	0.75
Kohn-Sham gap (alpha / beta)	2.7857 / 12.3147	eV
net charge	-1
E_LUMO (alpha / beta)	4.298 / 4.451	eV
electronic energy	-4340.8361	eV